Record 1
{
  "formula": "C26H28N6O2S3Tc",
  "method": "ωB97M-V with the def2-TZVPD basis set",
  "species": ["Tc", "C", "S", "C", "S", "N", "N", "C", "C", "C", "C", "C", "C", "N", "H", "H", "H", "H", "H", "H", "H", "H", "C", "C", "N", "N", "C", "O", "C", "C", "C", "C", "C", "C", "C", "C", "C", "C", "C", "N", "H", "H", "H", "H", "H", "H", "H", "H", "H", "H", "H", "H", "O", "S", "C", "C", "C", "C", "H", "H", "H", "H", "H", "H", "H", "H"],
  "positions_angstrom": [[-0.67, 1.18, 0.80], [4.64, 1.85, 2.45], [3.20, 1.65, 3.52], [1.90, 1.82, 2.41], [0.32, 1.36, 3.00], [2.09, 2.30, 1.22], [1.01, 2.31, 0.42], [1.08, 2.93, -0.72], [-0.05, 2.77, -1.59], [-0.15, 3.37, -2.84], [-1.24, 3.09, -3.63], [-2.20, 2.21, -3.16], [-2.05, 1.66, -1.91], [-1.01, 1.94, -1.12], [5.48, 2.13, 3.09], [4.45, 2.63, 1.72], [4.85, 0.90, 1.97], [1.97, 3.48, -1.00], [0.64, 4.04, -3.17], [-1.34, 3.54, -4.61], [-3.06, 1.94, -3.77], [-2.79, 0.96, -1.52], [-4.10, -1.06, 2.24], [-3.14, -0.02, 1.79], [-1.95, -0.30, 1.33], [-1.51, -1.57, 1.31], [-0.23, -1.63, 1.00], [0.42, -0.54, 0.69], [0.45, -2.92, 1.09], [1.85, -2.99, 1.09], [2.47, -4.21, 1.24], [1.72, -5.36, 1.44], [0.33, -5.30, 1.43], [-0.30, -4.09, 1.24], [-3.41, 1.41, 1.84], [-4.59, 1.94, 2.35], [-4.73, 3.32, 2.43], [-3.70, 4.13, 1.98], [-2.56, 3.53, 1.46], [-2.41, 2.21, 1.40], [-3.60, -2.02, 2.28], [-4.94, -1.14, 1.54], [-4.50, -0.82, 3.22], [2.42, -2.08, 1.00], [3.55, -4.27, 1.24], [2.22, -6.31, 1.60], [-0.25, -6.19, 1.58], [-1.38, -4.03, 1.21], [-5.38, 1.29, 2.69], [-5.63, 3.75, 2.84], [-3.78, 5.20, 2.02], [-1.74, 4.13, 1.09], [1.02, 0.32, -1.82], [1.81, -0.91, -1.52], [3.29, -0.84, -2.63], [3.27, -2.15, -3.42], [1.81, -2.38, -3.78], [1.04, -2.28, -2.47], [4.18, -0.71, -2.03], [3.12, 0.03, -3.26], [3.62, -2.97, -2.79], [3.91, -2.09, -4.29], [1.66, -3.35, -4.26], [1.47, -1.61, -4.48], [1.16, -3.18, -1.86], [-0.02, -2.05, -2.58]],
  "s2": 1.023,
  "relative_energy_kcal_mol": 21.1,
  "homo_energy_ev": [-13.5, -13.6],
  "charge": 2,
  "lumo_ev": [-8.225, -8.007],
  "multiplicity": 2
}

=====

Record 2
{
  "formula": "C39H63BrInN7O4S2Si2",
  "method": "ωB97M-V with the def2-TZVPD basis set",
  "species": ["In", "C", "C", "C", "C", "C", "C", "N", "N", "Si", "C", "C", "C", "H", "H", "H", "H", "H", "H", "H", "H", "H", "H", "H", "H", "H", "H", "H", "C", "C", "S", "O", "O", "C", "C", "N", "C", "N", "C", "C", "N", "O", "O", "C", "H", "H", "H", "H", "H", "H", "H", "H", "H", "H", "H", "H", "H", "C", "C", "C", "C", "Si", "Br", "C", "C", "C", "C", "C", "C", "C", "C", "H", "H", "H", "H", "H", "H", "H", "H", "H", "H", "H", "H", "H", "H", "H", "H", "H", "H", "H", "H", "H", "H", "H", "H", "H", "H", "H", "S", "C", "C", "C", "N", "C", "C", "C", "C", "C", "N", "C", "C", "H", "H", "H", "H", "H", "H", "H", "H"],
  "positions_angstrom": [[0.09, -0.69, 0.14], [2.42, -0.12, 3.27], [2.44, -1.41, 2.53], [3.26, -2.46, 2.89], [3.26, -3.62, 2.13], [2.45, -3.75, 1.02], [1.63, -2.67, 0.67], [1.64, -1.54, 1.45], [0.79, -2.56, -0.38], [0.40, -3.77, -1.61], [-0.34, -5.28, -0.77], [-0.86, -2.90, -2.69], [1.93, -4.24, -2.57], [3.42, 0.30, 3.34], [2.06, -0.26, 4.29], [1.79, 0.62, 2.77], [3.91, -2.35, 3.75], [3.91, -4.44, 2.41], [2.46, -4.65, 0.42], [0.04, -5.38, 0.25], [-0.08, -6.20, -1.30], [-1.42, -5.24, -0.71], [-0.80, -1.81, -2.60], [-1.89, -3.20, -2.46], [-0.70, -3.13, -3.75], [2.51, -5.03, -2.07], [2.59, -3.38, -2.72], [1.66, -4.62, -3.56], [-7.80, 0.05, 2.67], [-6.68, 0.80, 3.36], [-5.08, 0.05, 3.11], [-5.01, -0.55, 1.79], [-4.05, 1.02, 3.45], [-5.03, -1.27, 4.31], [-3.65, -1.92, 4.45], [-2.90, -2.06, 3.20], [-1.83, -1.31, 2.86], [-1.44, -1.59, 1.62], [-2.27, -2.56, 1.14], [-3.17, -2.86, 2.11], [-4.24, -3.81, 2.02], [-4.95, -3.94, 3.00], [-4.32, -4.44, 0.99], [-1.17, -0.33, 3.76], [-8.73, 0.58, 2.84], [-7.92, -0.96, 3.08], [-7.63, -0.04, 1.60], [-6.82, 0.87, 4.44], [-6.56, 1.82, 2.99], [-5.78, -1.99, 4.01], [-5.30, -0.85, 5.28], [-3.77, -2.90, 4.91], [-3.02, -1.32, 5.11], [-2.17, -3.01, 0.17], [-0.80, -0.82, 4.67], [-1.85, 0.47, 4.05], [-0.31, 0.09, 3.25], [3.20, -0.53, -3.96], [4.38, -0.12, -3.06], [5.58, 0.21, -3.97], [4.75, -1.34, -2.21], [4.04, 1.41, -1.96], [1.72, 0.97, -1.24], [3.76, 3.06, -2.87], [3.08, 2.85, -4.23], [2.93, 4.09, -2.09], [5.16, 3.68, -3.12], [5.04, 1.50, -0.34], [6.54, 1.44, -0.70], [4.73, 0.35, 0.63], [4.78, 2.81, 0.41], [3.51, -1.40, -4.55], [2.90, 0.24, -4.66], [2.33, -0.83, -3.38], [5.84, -0.68, -4.55], [6.48, 0.49, -3.41], [5.36, 1.01, -4.68], [4.91, -2.19, -2.88], [3.94, -1.61, -1.52], [5.66, -1.21, -1.64], [2.09, 2.40, -4.13], [3.67, 2.24, -4.91], [2.96, 3.83, -4.71], [1.92, 3.74, -1.89], [2.84, 4.99, -2.71], [3.38, 4.39, -1.15], [5.82, 3.02, -3.69], [5.67, 3.96, -2.20], [5.04, 4.59, -3.71], [6.82, 0.48, -1.14], [7.12, 1.55, 0.22], [6.85, 2.23, -1.37], [4.99, -0.63, 0.24], [3.68, 0.34, 0.91], [5.32, 0.50, 1.54], [5.09, 3.69, -0.15], [5.35, 2.80, 1.34], [3.72, 2.93, 0.68], [-4.78, 3.32, -2.07], [-3.55, 2.29, -1.40], [-3.48, 1.89, -0.07], [-2.46, 1.05, 0.32], [-1.51, 0.60, -0.52], [-1.58, 1.00, -1.81], [-2.57, 1.82, -2.28], [-5.85, 3.57, -0.67], [-5.59, 4.55, 0.28], [-6.48, 4.68, 1.34], [-7.58, 3.94, 1.47], [-7.83, 3.04, 0.53], [-7.00, 2.80, -0.56], [-4.20, 2.19, 0.67], [-2.42, 0.72, 1.35], [-0.81, 0.63, -2.48], [-2.58, 2.08, -3.33], [-4.71, 5.18, 0.20], [-6.30, 5.43, 2.11], [-8.75, 2.47, 0.65], [-7.25, 2.05, -1.29]],
  "relative_energy_kcal_mol": 0.0,
  "homo_energy_ev": -13.0,
  "charge": 2,
  "lumo_ev": -5.285
}

=====

Record 3
{
  "formula": "C30H58FN2O3S",
  "method": "ωB97M-V with the def2-TZVPD basis set",
  "species": ["C", "C", "C", "C", "C", "C", "C", "C", "C", "C", "C", "C", "C", "C", "C", "C", "C", "C", "C", "C", "C", "C", "C", "O", "N", "C", "C", "O", "C", "N", "C", "C", "F", "H", "H", "H", "H", "H", "H", "H", "H", "H", "H", "H", "H", "H", "H", "H", "H", "H", "H", "H", "H", "H", "H", "H", "H", "H", "H", "H", "H", "H", "H", "H", "H", "H", "H", "H", "H", "H", "H", "H", "H", "H", "H", "H", "H", "H", "H", "H", "H", "H", "H", "H", "H", "C", "S", "O", "C", "H", "H", "H", "H", "H", "H"],
  "positions_angstrom": [[-3.53, 6.09, -2.29], [-3.74, 5.04, -1.19], [-4.22, 5.67, 0.13], [-5.44, 5.01, 0.79], [-5.38, 3.48, 0.91], [-4.40, 3.00, 2.02], [-3.14, 2.39, 1.37], [-1.97, 2.19, 2.35], [-0.81, 3.15, 2.10], [-0.13, 3.02, 0.74], [0.91, 4.14, 0.61], [1.84, 4.12, -0.62], [3.11, 3.20, -0.62], [3.65, 2.78, 0.75], [3.14, 1.44, 1.31], [3.33, 0.25, 0.34], [2.65, -1.05, 0.83], [2.53, -2.15, -0.30], [1.10, -2.51, -0.69], [0.48, -1.86, -1.92], [0.94, -0.65, -2.61], [0.10, -0.23, -3.84], [1.02, 0.50, -4.82], [1.89, 1.34, -4.07], [-0.53, -2.57, -2.29], [-0.69, -3.77, -1.45], [0.78, -3.99, -1.07], [1.61, -4.19, -2.26], [1.12, -5.06, -3.09], [0.57, -5.67, -3.90], [1.12, -5.04, 0.00], [-0.07, -5.67, 0.71], [1.94, -6.02, -0.53], [-4.49, 6.46, -2.65], [-2.96, 5.67, -3.12], [-2.94, 6.92, -1.90], [-2.77, 4.55, -1.03], [-4.45, 4.30, -1.56], [-4.51, 6.70, -0.10], [-3.39, 5.75, 0.84], [-6.34, 5.29, 0.25], [-5.54, 5.40, 1.81], [-6.38, 3.11, 1.14], [-5.08, 3.01, -0.03], [-4.07, 3.85, 2.62], [-4.88, 2.25, 2.64], [-3.42, 1.45, 0.90], [-2.86, 3.07, 0.56], [-2.32, 2.28, 3.38], [-1.57, 1.17, 2.24], [-0.08, 3.02, 2.89], [-1.20, 4.17, 2.21], [0.33, 2.04, 0.62], [-0.85, 3.16, -0.08], [1.46, 4.25, 1.55], [0.31, 5.05, 0.52], [2.12, 5.15, -0.84], [1.22, 3.80, -1.47], [2.95, 2.34, -1.28], [3.89, 3.79, -1.11], [3.49, 3.61, 1.45], [4.73, 2.68, 0.67], [2.13, 1.52, 1.71], [3.76, 1.20, 2.18], [4.41, 0.07, 0.29], [2.95, 0.44, -0.66], [1.67, -0.75, 1.22], [3.20, -1.46, 1.67], [3.04, -3.02, 0.10], [3.07, -1.77, -1.17], [0.40, -2.32, 0.13], [1.95, -0.90, -2.98], [1.08, 0.16, -1.91], [-0.70, 0.43, -3.51], [-0.28, -1.10, -4.37], [0.42, 1.11, -5.50], [1.60, -0.21, -5.41], [2.20, 2.05, -4.65], [-1.14, -2.39, -3.07], [-1.26, -3.47, -0.57], [-1.26, -4.59, -1.88], [1.72, -4.53, 0.76], [-0.95, -5.81, 0.08], [-0.28, -5.10, 1.62], [0.24, -6.66, 1.04], [1.42, -8.77, 2.60], [1.46, -8.48, 4.37], [0.80, -7.17, 4.59], [3.23, -8.21, 4.48], [0.38, -8.92, 2.31], [1.82, -7.89, 2.09], [2.00, -9.65, 2.34], [3.52, -7.38, 3.82], [3.76, -9.12, 4.19], [3.47, -7.96, 5.51]],
  "homo_energy_ev": -10.9,
  "charge": 1,
  "lumo_ev": -3.776
}

=====

E_tot: -2761.4150; -6347.2724; -2010.8369 (Eh)